Formula: C46H50CdN2O2P2S3
Source: the OMol25 dataset
Level of theory: ωB97M-V/def2-TZVPD

Gap between HOMO and LUMO   8.62 eV
Lowest unoccupied orbital energy   -0.147 hartree
Relative energy (zero: lowest compared OMol25 entry of this formula, charge and spin)   0.0 kJ/mol
Total charge   +2
E   -4087.41381 hartree
Maximum force   2.362 eV/Å
Multiplicity   1

Each line ends with the Mulliken charge.
Geometry (Å):
Cd 0.432 0.738 0.323  2.30
O -1.064 -0.411 1.699  -0.37
S -1.470 -1.859 1.520  0.92
C -0.458 -2.891 2.626  -0.43
C -0.089 -2.226 3.947  -1.12
C 1.076 -1.190 3.895  -0.42
C 2.426 -1.818 3.521  -0.86
S 2.993 -1.074 1.921  -0.06
O 1.717 -1.051 1.113  -0.50
C 4.068 -2.357 1.349  0.91
C 5.398 -2.291 1.819  -0.65
C 6.340 -3.190 1.327  -0.82
C 5.955 -4.130 0.361  -0.56
C 4.670 -4.188 -0.064  -0.63
C 3.702 -3.318 0.431  -0.18
C -2.985 -1.994 2.440  0.28
C -3.780 -3.136 2.261  -0.77
C -4.961 -3.227 2.984  -0.77
C -5.435 -2.112 3.724  -0.69
C -4.695 -0.959 3.748  -0.67
C -3.440 -0.883 3.182  -0.31
H 0.457 -3.082 2.072  0.05
H -0.949 -3.835 2.761  0.87
H 0.279 -3.047 4.585  0.49
H -0.982 -1.825 4.450  0.36
H 1.277 -0.700 4.822  0.62
H 0.865 -0.316 3.304  -0.07
H 2.354 -2.907 3.379  0.43
H 3.255 -1.607 4.203  0.65
H 5.707 -1.501 2.535  0.36
H 7.321 -3.167 1.664  0.51
H 6.666 -4.742 -0.112  0.46
H 4.441 -4.888 -0.856  0.42
H 2.676 -3.410 0.124  0.32
H -3.507 -3.906 1.563  0.54
H -5.548 -4.123 2.863  0.45
H -6.320 -2.135 4.346  0.45
H -5.078 -0.111 4.312  0.45
H -2.742 -0.026 3.274  0.22
C -0.548 0.827 -3.195  -1.08
C 0.902 1.448 -3.135  -1.03
P 1.815 0.296 -2.023  0.66
C 3.598 0.714 -1.962  0.51
C 4.024 2.068 -2.108  -0.65
C 5.387 2.382 -1.922  -0.78
C 6.326 1.392 -1.559  -0.66
C 5.884 0.087 -1.387  -0.57
C 4.544 -0.231 -1.617  -0.47
C 1.714 -1.260 -2.868  0.19
C 2.279 -1.369 -4.151  -0.57
C 2.247 -2.531 -4.883  -0.87
C 1.558 -3.625 -4.315  -0.56
C 0.905 -3.464 -3.110  -1.15
C 0.978 -2.309 -2.400  0.23
P -1.440 1.114 -1.626  0.58
C -2.752 -0.169 -1.410  0.82
C -2.788 -1.398 -2.074  -0.55
C -3.735 -2.346 -1.772  -0.89
C -4.799 -2.046 -0.900  -0.71
C -4.873 -0.776 -0.338  -0.80
C -3.862 0.147 -0.607  -0.71
C -2.226 2.753 -1.868  0.94
C -3.522 2.910 -2.290  -0.37
C -4.071 4.148 -2.464  -0.74
C -3.277 5.269 -2.413  -0.75
C -1.940 5.159 -2.105  -0.93
C -1.412 3.871 -1.792  -0.15
H -0.406 -0.249 -3.286  0.28
H -1.084 1.200 -4.049  0.81
H 0.894 2.420 -2.700  0.46
H 1.325 1.479 -4.156  0.60
H 3.292 2.845 -2.271  0.34
H 5.851 3.312 -2.136  0.45
H 7.350 1.591 -1.366  0.46
H 6.551 -0.750 -1.192  0.42
H 4.265 -1.245 -1.477  0.53
H 2.825 -0.515 -4.577  0.34
H 2.640 -2.536 -5.874  0.50
H 1.609 -4.606 -4.773  0.44
H 0.339 -4.334 -2.806  0.49
H 0.543 -2.358 -1.402  0.61
H -2.011 -1.754 -2.673  0.49
H -3.648 -3.312 -2.254  0.45
H -5.555 -2.748 -0.555  0.47
H -5.714 -0.497 0.273  0.44
H -3.881 1.117 -0.143  0.38
H -4.187 2.079 -2.448  0.49
H -5.144 4.304 -2.703  0.43
H -3.699 6.225 -2.681  0.45
H -1.245 6.029 -2.001  0.47
H -0.348 3.840 -1.425  0.10
C -2.064 2.357 2.217  -1.79
N -1.573 3.697 1.896  0.39
C -2.444 4.879 1.929  -0.50
C -1.459 6.059 1.637  -0.57
N -0.196 5.341 1.437  -0.04
C -0.319 4.029 1.591  0.00
S 1.043 3.001 1.312  -0.50
H -2.834 2.425 2.950  0.55
H -1.276 1.778 2.765  0.31
H -2.349 1.761 1.350  0.56
H -2.930 5.059 2.871  0.39
H -3.214 4.825 1.162  0.30
H -1.334 6.762 2.456  0.38
H -1.818 6.579 0.761  0.27
H 0.711 5.745 1.220  0.23